Molecular formula: C32H21Cl2N4O5PS2Ti
Method: DFT, ωB97M-V/def2-TZVPD

## Properties
**⟨S²⟩**: 2.02
**E_HOMO (alpha / beta)**: -5.7 / -8.7 eV
**Lowest unoccupied orbital energy (alpha / beta)**: -0.49 / -0.50 eV
**HOMO-LUMO gap (alpha / beta)**: 5.2 / 8.2 eV
**2S+1**: 3
**ΔE to the lowest compared entry with this formula, charge and spin**: 0.491 eV

Geometry as XYZ:
```
68
Properties=species:S:1:pos:R:3:nbo_charge:R:1
Ti 0.3651 0.4279 0.3052 1.52
S 5.6243 -4.8471 0.6669 0.90
N 5.7400 -3.2553 0.9235 -0.59
C 4.5761 -2.7328 0.5888 0.10
C 4.2319 -1.3323 0.6904 -0.09
C 5.0881 -0.3511 1.1460 -0.14
C 4.6302 0.9728 1.1805 -0.27
C 3.3361 1.2531 0.8133 0.07
N 2.4733 0.3113 0.3870 -0.60
C 2.9316 -0.9740 0.2707 0.20
C 2.0170 -1.9273 -0.2529 0.11
N 0.7882 -1.4518 -0.6104 -0.58
C -0.1125 -2.3165 -1.1070 0.07
C 0.1434 -3.6579 -1.2629 -0.27
C 1.3859 -4.1683 -0.8720 -0.16
C 2.3288 -3.3023 -0.3590 -0.03
C 3.6485 -3.6935 0.0806 0.18
N 4.1335 -4.9201 0.0445 -0.61
H 6.0872 -0.6125 1.4666 0.23
H 5.2719 1.7755 1.5142 0.23
H 2.9394 2.2553 0.8719 0.23
H -1.0784 -1.8946 -1.3577 0.21
H -0.6233 -4.3066 -1.6613 0.23
H 1.6108 -5.2230 -0.9576 0.23
O 1.5192 3.9699 -0.8993 -0.92
S 0.4820 3.0580 -0.5384 2.40
O 0.4148 1.8130 -1.3548 -0.99
O 0.5381 2.5499 0.8583 -1.00
C -1.0760 3.8981 -0.7178 -0.24
C -1.0397 5.2399 -1.0650 -0.19
C -2.2229 5.9515 -1.1809 -0.20
C -3.4347 5.3179 -0.9448 -0.19
C -3.4581 3.9740 -0.6047 -0.18
C -2.2804 3.2407 -0.4903 -0.34
P -2.3194 1.4492 -0.1011 0.90
C -3.3551 1.3695 1.3791 -0.38
C -4.1433 0.2574 1.6593 -0.18
C -4.7843 0.1479 2.8837 -0.19
C -4.6317 1.1364 3.8431 -0.20
C -3.8254 2.2360 3.5806 -0.23
C -3.1860 2.3519 2.3569 -0.14
C -3.3035 0.8029 -1.4869 -0.37
C -2.5882 0.3264 -2.5831 -0.13
C -3.2544 -0.1225 -3.7153 -0.21
C -4.6398 -0.1063 -3.7547 -0.20
C -5.3605 0.3599 -2.6617 -0.21
C -4.6974 0.8163 -1.5336 -0.19
H -0.0825 5.7141 -1.2384 0.25
H -2.1944 6.9985 -1.4526 0.22
H -4.3638 5.8666 -1.0285 0.22
H -4.4068 3.4849 -0.4215 0.22
H -4.2403 -0.5404 0.9335 0.22
H -5.3850 -0.7274 3.0946 0.22
H -5.1271 1.0442 4.8013 0.22
H -3.6895 3.0042 4.3317 0.22
H -2.5472 3.2062 2.1650 0.21
H -1.5038 0.3205 -2.5574 0.22
H -2.6874 -0.4866 -4.5628 0.22
H -5.1616 -0.4599 -4.6353 0.22
H -6.4431 0.3655 -2.6884 0.22
H -5.2667 1.1642 -0.6804 0.22
Cl 1.2971 -2.3886 3.2501 0.00
C 0.2057 -1.0350 3.5941 -0.30
Cl 1.0537 0.5063 3.3685 0.04
C -1.0111 -1.1635 2.6470 0.77
O -1.9902 -1.7279 3.0791 -0.60
O -0.8624 -0.6300 1.4880 -0.83
H -0.1160 -1.0985 4.6239 0.25
```